# 1
Computed, not measured: 2 unconnected molecules or ions with the total composition C8H14N2O3S at a distorted geometry, with the ωB97M-V functional and the def2-TZVPD basis.

XYZ file:
```
28
Properties=species:S:1:pos:R:3:lowdin_charge:R:1
C 2.46 1.67 -1.58 0.033
N 2.07 1.21 -0.26 -0.086
C 2.07 1.89 0.89 -0.066
C 1.60 1.15 1.90 -0.005
N 1.18 0.00 1.22 0.063
C 1.43 0.07 -0.07 -0.298
S 1.54 -1.82 -0.78 0.772
O 0.89 -2.41 0.46 -0.531
O 2.96 -1.95 -0.73 -0.476
H 2.30 2.68 -1.71 0.073
H 3.49 1.43 -1.82 0.107
H 1.77 1.11 -2.19 0.090
H 2.55 2.81 0.84 0.109
H 1.27 1.32 2.90 0.114
H 1.06 -0.94 1.62 0.140
C -2.20 -0.12 1.32 -0.107
C -2.11 -1.47 0.54 -0.219
C -2.70 -1.11 -0.89 -0.161
C -1.77 -0.07 -1.47 -0.280
O -0.61 -0.14 -1.76 0.003
H -1.43 0.51 0.90 0.048
H -2.21 -0.34 2.41 0.090
H -3.08 0.29 0.85 0.049
H -2.67 -2.36 1.08 0.147
H -1.06 -1.56 0.41 0.026
H -2.72 -2.01 -1.56 0.133
H -3.71 -0.69 -0.83 0.100
H -2.37 0.87 -1.71 0.133
```

Computed properties:
highest occupied orbital energy	-8.375	eV
energy relative to the best compared isomer or geometry (same formula, charge and spin)	3.6763	eV
molar mass	218.3	g mol⁻¹
gap between HOMO and LUMO	0.3309	Eh
electronic energy	-28478.006	eV
SMILES string	Cn1cc[nH]c1=S(=O)=O.CCCC=O


# 2
Computed, not measured: a molecular structure, C15H30AlF3N2O5 at a distorted geometry, with the ωB97M-V functional and the def2-TZVPD basis.

XYZ file:
```
56
Properties=species:S:1:pos:R:3:lowdin_charge:R:1
C -0.18 1.11 -3.74 0.031
C -1.38 0.26 -4.08 -0.540
O -2.10 0.53 -5.00 0.112
O -1.70 -0.77 -3.25 -0.021
C -0.65 -1.74 -3.00 -0.182
C -0.36 -2.60 -4.22 -0.140
C 1.01 -3.34 -4.19 -0.192
C 1.87 -3.06 -2.97 -0.291
C 2.68 -1.74 -3.14 -0.258
Al 3.22 -0.91 -1.41 0.367
N 1.69 -0.20 -0.49 0.123
C 0.91 -0.98 -0.05 -0.547
O 0.12 -1.76 0.36 0.055
C 4.51 0.66 -1.78 -0.557
F 4.48 1.08 -3.10 0.002
F 4.16 1.82 -1.07 -0.023
F 5.84 0.48 -1.50 0.014
H -0.43 1.79 -2.93 0.094
H 0.13 1.65 -4.63 0.092
H 0.67 0.54 -3.40 0.053
H 0.21 -1.22 -2.60 0.067
H -1.05 -2.36 -2.20 0.125
H -1.14 -3.34 -4.27 0.109
H -0.45 -2.03 -5.14 0.112
H 1.58 -3.04 -5.06 0.103
H 0.84 -4.41 -4.30 0.098
H 1.28 -3.02 -2.06 0.075
H 2.60 -3.85 -2.82 0.101
H 2.10 -1.07 -3.77 0.039
H 3.57 -1.97 -3.72 0.060
H 4.02 -1.98 -0.53 -0.052
C 0.11 2.78 6.17 -0.077
O 0.07 1.37 5.95 -0.168
C -1.17 0.80 5.61 -0.204
C -1.15 0.35 4.17 -0.078
N -0.97 1.53 3.25 0.082
C -2.13 2.47 3.08 -0.077
C -3.22 1.80 2.25 -0.214
O -2.68 1.56 0.98 -0.158
C -2.31 0.20 0.73 -0.053
H 0.65 2.97 7.09 0.096
H 0.64 3.27 5.35 0.088
H -0.90 3.21 6.25 0.088
H -2.00 1.48 5.83 0.120
H -1.32 -0.09 6.23 0.140
H -2.05 -0.18 3.88 0.129
H -0.29 -0.29 3.99 0.151
H -0.71 1.20 2.32 0.156
H -0.16 2.05 3.59 0.165
H -1.73 3.32 2.53 0.145
H -2.48 2.80 4.05 0.126
H -4.06 2.50 2.16 0.140
H -3.60 0.89 2.71 0.120
H -2.76 -0.50 1.44 0.096
H -1.22 0.10 0.78 0.053
H -2.61 -0.08 -0.28 0.105
```

Computed properties:
highest occupied orbital energy	-7.857	eV
molar mass	402.4	g mol⁻¹
gap between HOMO and LUMO	0.2602	Eh
electronic energy	-44007.283	eV


# 3
Computed, not measured: a molecular structure, BF4Sn at a distorted geometry, with the ωB97M-V functional and the def2-TZVPD basis.

XYZ file:
```
6
Properties=species:S:1:pos:R:3:lowdin_charge:R:1
Sn 2.56 -2.93 4.35 1.526
B -0.50 0.61 -0.90 -1.372
F -0.17 1.89 -0.69 0.227
F -1.88 0.48 -1.07 0.201
F 0.21 0.07 -1.92 0.219
F -0.22 -0.11 0.23 0.199
```

Computed properties:
net charge	+1
highest occupied orbital energy	-13.028	eV
energy relative to the best compared isomer or geometry (same formula, charge and spin)	7.0341	eV
molar mass	205.5	g mol⁻¹
gap between HOMO and LUMO	0.0782	Eh
electronic energy	-17367.168	eV


# 4
Computed, not measured: a molecular structure, C18H25N3OS2Ti at a distorted geometry, with the ωB97M-V functional and the def2-TZVPD basis.

XYZ file:
```
50
Properties=species:S:1:pos:R:3:lowdin_charge:R:1
Ti 0.46 0.14 -0.19 0.961
C 1.83 2.50 0.94 -0.046
N 1.22 1.25 1.45 -0.371
C 2.22 0.49 2.24 -0.063
C 0.08 1.62 2.33 -0.128
C -1.15 1.86 1.50 -0.234
C -2.22 2.59 1.99 -0.008
C -3.38 2.69 1.23 -0.027
C -3.47 2.06 0.00 -0.047
C -2.38 1.35 -0.50 -0.081
C -1.19 1.25 0.23 -0.171
H 2.27 3.06 1.77 0.119
H 1.07 3.12 0.47 0.113
H 2.63 2.29 0.23 0.059
H 2.47 1.05 3.15 0.118
H 3.13 0.35 1.67 0.064
H 1.80 -0.47 2.54 0.096
H 0.34 2.49 2.93 0.147
H -0.11 0.79 3.02 0.144
H -2.15 3.07 2.96 0.131
H -4.22 3.26 1.61 0.124
H -4.37 2.12 -0.59 0.120
H -2.48 0.88 -1.46 0.063
O -0.01 -1.48 0.41 -0.599
S -0.33 -2.90 -0.24 1.151
C -1.15 -3.77 1.12 -0.272
C -0.03 -4.37 1.97 -0.205
C 1.00 -4.90 0.98 -0.197
C 1.25 -3.79 -0.03 -0.262
H -1.75 -4.55 0.64 0.118
H -1.81 -3.07 1.63 0.115
H -0.42 -5.15 2.62 0.136
H 0.41 -3.60 2.61 0.123
H 0.62 -5.79 0.48 0.130
H 1.93 -5.18 1.48 0.136
H 1.56 -4.15 -1.01 0.110
H 1.96 -3.04 0.32 0.096
C -1.49 0.42 -3.58 -0.009
C -0.16 1.02 -3.24 -0.261
C 0.40 2.00 -4.02 0.033
C 1.64 2.52 -3.65 -0.035
N 2.37 1.96 -2.69 0.109
C 1.85 0.94 -2.05 -0.816
S 2.77 -0.04 -0.97 0.784
N 0.53 0.55 -2.17 -0.037
H -1.46 0.09 -4.62 0.111
H -2.29 1.15 -3.51 0.102
H -1.70 -0.45 -2.95 0.083
H -0.13 2.38 -4.89 0.137
H 2.08 3.37 -4.15 0.138
```

Computed properties:
net charge	+2
highest occupied orbital energy	-14.951	eV
molar mass	411.4	g mol⁻¹
gap between HOMO and LUMO	0.2793	Eh
electronic energy	-70361.571	eV


# 5
Computed, not measured: a molecular structure, C8H28BF4O6Ti at a distorted geometry, with the ωB97M-V functional and the def2-TZVPD basis.

XYZ file:
```
48
Properties=species:S:1:pos:R:3:lowdin_charge:R:1
Ti -1.99 -1.71 2.38 0.994
B -1.15 -0.69 -0.16 -1.431
F -0.09 0.10 0.19 0.149
F -1.41 -0.63 -1.51 0.182
F -0.76 -1.96 0.17 0.126
F -2.26 -0.28 0.55 0.103
C -3.86 -0.08 -3.38 -0.172
O -3.13 0.94 -2.74 -0.125
H -4.47 0.35 -4.17 0.078
H -3.22 -0.84 -3.84 0.075
H -4.42 -0.59 -2.59 0.073
H -2.43 0.45 -2.30 0.019
C 1.31 1.05 -2.43 -0.182
O 1.29 1.68 -1.19 -0.104
H 2.14 1.34 -3.08 0.079
H 1.26 -0.03 -2.39 0.064
H 0.47 1.33 -3.07 0.077
H 0.66 1.20 -0.65 0.011
C -2.26 2.90 1.01 -0.176
O -1.81 3.65 2.05 -0.120
H -2.92 3.57 0.45 0.089
H -1.42 2.56 0.40 0.080
H -2.87 2.10 1.43 0.070
H -1.10 3.24 2.54 0.021
C 0.23 -3.89 -2.52 -0.127
O 0.45 -2.48 -2.32 -0.139
H 0.37 -4.41 -1.57 0.066
H -0.81 -4.07 -2.79 0.073
H 0.89 -4.35 -3.25 0.081
H 0.05 -2.11 -1.53 0.012
C 2.52 -2.88 0.47 -0.078
C 3.07 -1.50 0.72 -0.275
O 2.08 -0.86 1.52 -0.107
H 2.36 -3.44 1.39 0.076
H 3.18 -3.41 -0.22 0.081
H 1.51 -2.82 0.06 0.039
H 3.04 -0.82 -0.13 0.112
H 4.11 -1.46 1.05 0.115
H 1.32 -0.64 0.97 0.028
C 1.87 2.52 2.97 -0.067
C 0.74 1.65 3.44 -0.321
O -0.33 2.41 4.00 -0.093
H 1.40 3.22 2.28 0.085
H 2.54 1.90 2.38 0.076
H 2.40 3.00 3.80 0.081
H 1.14 0.95 4.18 0.113
H 0.30 1.09 2.62 0.091
H 0.01 2.77 4.83 0.098
```

Computed properties:
highest occupied orbital energy (alpha / beta)	-8.545 / -9.296	eV
molar mass	355.0	g mol⁻¹
gap between HOMO and LUMO (alpha / beta)	0.2502 / 0.2804	Eh
electronic energy	-55696.628	eV
spin multiplicity	4


# 6
Computed, not measured: a molecular structure, C23H23CoN9O7, with the ωB97M-V functional and the def2-TZVPD basis.

XYZ file:
```
63
Properties=species:S:1:pos:R:3:lowdin_charge:R:1
Co -0.85 -0.67 0.42 0.628
O -1.34 -1.36 4.31 0.218
C -1.28 -0.99 3.07 -0.420
O -0.74 -1.64 2.17 0.076
C -2.00 0.28 2.73 -0.162
C -2.73 1.13 3.52 0.063
C -3.26 2.27 2.91 0.016
C -3.05 2.52 1.56 0.068
C -2.30 1.60 0.83 -0.113
N -1.81 0.55 1.45 0.048
C -1.96 1.58 -0.66 -0.522
O -2.33 2.47 -1.38 0.129
O -1.30 0.50 -1.00 -0.039
H -0.81 -2.16 4.45 0.170
H -2.88 0.92 4.57 0.137
H -3.84 2.97 3.49 0.126
H -3.45 3.39 1.05 0.139
N 2.17 -2.24 0.24 0.223
C 1.29 -2.57 -0.70 -0.395
N 1.70 -3.40 -1.65 0.200
C 0.77 -3.86 -2.47 -0.412
N 1.14 -4.62 -3.50 0.197
N -0.57 -3.65 -2.32 0.204
C -0.85 -2.79 -1.39 -0.245
N 0.01 -2.13 -0.60 0.127
C -2.27 -2.52 -1.07 -0.142
C -3.31 -3.20 -1.68 0.037
C -4.60 -2.93 -1.28 -0.007
C -4.81 -1.99 -0.28 -0.008
C -3.72 -1.34 0.27 -0.049
N -2.46 -1.61 -0.11 0.068
H 3.12 -2.54 0.13 0.129
H 1.91 -1.59 0.96 0.094
H 2.12 -4.78 -3.66 0.121
H 0.45 -4.96 -4.14 0.119
H -3.08 -3.92 -2.45 0.125
H -5.44 -3.44 -1.73 0.126
H -5.80 -1.73 0.06 0.122
H -3.86 -0.58 1.02 0.120
C 5.16 1.92 -0.72 -0.072
C 3.91 1.07 -0.59 -0.158
C 2.57 1.86 -0.44 -0.299
C 2.35 2.82 -1.61 -0.163
C 0.98 3.49 -1.59 -0.051
C 2.64 2.63 0.85 -0.407
O 3.25 3.65 1.01 0.128
N 2.00 2.02 1.92 0.220
C 1.11 0.98 1.90 -0.483
O 0.64 0.63 2.99 0.057
N 0.78 0.39 0.70 0.106
C 1.47 0.79 -0.47 -0.409
O 1.24 0.24 -1.52 0.095
H 6.04 1.27 -0.76 0.080
H 5.28 2.61 0.11 0.075
H 5.15 2.51 -1.64 0.080
H 4.01 0.40 0.28 0.118
H 3.78 0.44 -1.47 0.122
H 2.48 2.25 -2.54 0.129
H 3.14 3.58 -1.57 0.118
H 0.18 2.77 -1.72 0.057
H 0.90 4.22 -2.39 0.087
H 0.83 4.03 -0.65 0.087
H 2.13 2.46 2.82 0.170
```

Computed properties:
net charge	+1
highest occupied orbital energy	-11.922	eV
energy relative to the best compared isomer or geometry (same formula, charge and spin)	0.2725	eV
molar mass	596.4	g mol⁻¹
gap between HOMO and LUMO	0.2988	Eh
electronic energy	-89595.472	eV